Entry 1:
The following is a quantum chemistry calculation of one molecule with the formula C19H18N4O2S at a distorted geometry, from OMol25.

Properties
- Net charge: 0
- Energy relative to the best compared isomer or geometry (same formula, charge and spin): 586.1 kJ/mol

Each line ends with the natural charge from an NBO analysis.
Element x y z (Å)
C (1.64069, -0.88867, 3.07020)  -0.27
O (0.25989, -1.07995, 2.56431)  -0.54
C (0.34277, -1.98963, 1.43322)  -0.07
C (0.70234, -1.15118, 0.20103)  -0.24
N (-0.23272, -0.01989, -0.00763)  -0.46
C (-1.48575, -0.41237, -0.34507)  0.66
O (-2.51514, 0.24024, -0.26859)  -0.58
C (-1.76184, -1.69372, -1.17789)  -0.25
C (-0.99056, -1.93919, -2.31495)  -0.19
C (-1.00376, -3.24996, -2.99214)  -0.11
C (-0.44194, -3.44302, -4.27976)  -0.18
C (-0.40049, -4.67140, -4.96516)  -0.20
C (-1.01130, -5.81787, -4.26384)  -0.21
C (-1.68866, -5.68943, -3.09240)  -0.21
C (-1.65680, -4.37056, -2.39684)  -0.17
C (0.14153, 1.23969, 0.51763)  0.22
N (1.34398, 1.63357, 0.31339)  -0.28
N (1.56861, 2.84213, 0.77818)  -0.24
C (0.53952, 3.44081, 1.41039)  0.00
C (0.55763, 4.83023, 1.88491)  -0.14
C (-0.48200, 5.60555, 2.52488)  -0.16
C (-0.25668, 6.86523, 2.93130)  -0.27
C (1.04407, 7.43358, 2.86613)  0.06
N (2.01692, 6.78254, 2.31284)  -0.42
C (1.82825, 5.52804, 1.93215)  0.08
S (-0.86836, 2.40480, 1.34871)  0.44
H (2.47523, -1.23258, 2.47746)  0.18
H (1.83706, 0.22678, 3.05756)  0.19
H (1.75967, -1.25717, 4.03985)  0.19
H (0.92276, -2.81183, 1.52626)  0.18
H (-0.65444, -2.39214, 1.15273)  0.18
H (1.69295, -0.74144, 0.25272)  0.23
H (0.79651, -1.83190, -0.61440)  0.22
H (-2.49624, -2.42313, -0.77982)  0.23
H (-0.32017, -1.18878, -2.68920)  0.22
H (0.10488, -2.63926, -4.74011)  0.21
H (0.24089, -4.70621, -5.80579)  0.22
H (-0.78680, -6.76261, -4.70406)  0.21
H (-2.19070, -6.43547, -2.47958)  0.22
H (-2.09153, -4.30830, -1.33949)  0.21
H (-1.47169, 5.13546, 2.54034)  0.22
H (-1.07446, 7.42315, 3.37186)  0.22
H (1.33634, 8.45183, 3.19741)  0.20
H (2.72952, 5.06399, 1.55127)  0.21

Entry 2:
The following is a quantum chemistry calculation of one molecule with the formula C19H18N4O5 at a distorted geometry, from OMol25.

Properties
- Net charge: 0
- Energy relative to the best compared isomer or geometry (same formula, charge and spin): 186.9 kJ/mol

Each line ends with the natural charge from an NBO analysis.
Element x y z (Å)
C (5.33062, -0.59495, -2.97903)  -0.66
C (3.87338, -0.45829, -2.72877)  0.32
C (2.91671, 0.30033, -3.35045)  -0.33
C (1.70074, 0.02338, -2.69665)  -0.24
C (2.00269, -0.89003, -1.71423)  0.18
C (1.13347, -1.48997, -0.75201)  0.27
N (1.48508, -2.29742, 0.21734)  -0.14
O (0.32492, -2.58835, 0.87004)  -0.27
C (-0.65419, -1.92822, 0.23933)  0.54
C (-2.04163, -2.00744, 0.75744)  -0.29
C (-3.04512, -2.40348, -0.33435)  -0.39
C (-3.17773, -1.29880, -1.37857)  -0.43
C (-3.52821, 0.02433, -0.70238)  -0.22
N (-2.53062, 0.35697, 0.29761)  -0.44
C (-1.58222, 1.27561, -0.01524)  0.69
O (-1.59094, 1.90399, -1.05529)  -0.61
C (-0.54225, 1.56433, 1.02796)  -0.15
C (0.79718, 1.56900, 0.64744)  -0.14
C (1.79251, 1.88122, 1.55936)  -0.21
C (1.46177, 2.22468, 2.85710)  -0.16
C (0.12123, 2.25878, 3.22203)  -0.01
N (-0.23936, 2.63251, 4.56826)  0.53
O (-1.40345, 2.51700, 4.88906)  -0.38
O (0.64203, 3.03095, 5.29764)  -0.37
C (-0.88467, 1.93397, 2.32108)  -0.12
C (-2.42780, -0.62810, 1.34036)  -0.20
N (-0.21395, -1.23498, -0.76230)  -0.52
O (3.32347, -1.17808, -1.73588)  -0.38
H (5.63693, 0.09257, -3.76123)  0.23
H (5.56724, -1.61342, -3.28483)  0.23
H (5.89150, -0.38261, -2.07021)  0.23
H (3.06665, 0.97088, -4.17136)  0.23
H (0.73278, 0.43409, -2.90017)  0.25
H (-2.04701, -2.74674, 1.56384)  0.24
H (-2.72810, -3.33425, -0.80735)  0.22
H (-4.01209, -2.57896, 0.14319)  0.21
H (-3.95068, -1.55886, -2.10174)  0.22
H (-2.22954, -1.17923, -1.90262)  0.24
H (-3.54682, 0.83533, -1.43096)  0.25
H (-4.50188, -0.04252, -0.20539)  0.19
H (1.04504, 1.32451, -0.37373)  0.24
H (2.82705, 1.86112, 1.25422)  0.23
H (2.21455, 2.47388, 3.58909)  0.25
H (-1.91569, 1.99596, 2.63743)  0.24
H (-1.69003, -0.32957, 2.08482)  0.23
H (-3.40354, -0.72114, 1.83011)  0.21

Entry 3:
The following is a quantum chemistry calculation of one molecule with the formula C19H18N6 at a distorted geometry, from OMol25.

Properties
- Net charge: 0
- Energy relative to the best compared isomer or geometry (same formula, charge and spin): 0.0 kJ/mol

Each line ends with the natural charge from an NBO analysis.
Element x y z (Å)
C (-7.07329, -0.99012, -0.88293)  -0.63
C (-5.63927, -0.80417, -0.49028)  0.00
C (-4.82114, -1.89756, -0.23695)  -0.23
C (-3.50509, -1.71116, 0.13490)  -0.17
C (-2.98619, -0.42881, 0.26034)  0.08
N (-1.63667, -0.30512, 0.64589)  -0.20
N (-1.16373, -1.05355, 1.66085)  -0.22
C (0.11420, -0.80498, 1.78827)  -0.02
C (0.53611, 0.12984, 0.81726)  -0.27
C (1.70663, 0.78845, 0.38477)  0.47
N (2.88497, 0.64666, 1.02108)  -0.56
C (4.11360, 1.22655, 0.53764)  -0.25
C (5.09221, 0.18575, 0.06553)  -0.07
C (6.44620, 0.26862, 0.36620)  -0.18
C (7.30321, -0.71628, -0.09598)  -0.25
C (6.76777, -1.75708, -0.83941)  0.03
N (5.48164, -1.84890, -1.13065)  -0.41
C (4.67180, -0.90369, -0.69380)  0.04
N (1.63995, 1.59867, -0.67178)  -0.56
C (0.47136, 1.76502, -1.27701)  0.29
N (-0.69158, 1.23572, -0.97464)  -0.52
C (-0.64223, 0.42117, 0.08641)  0.38
C (-3.79512, 0.68903, 0.04752)  0.10
C (-3.28444, 2.07998, 0.24699)  -0.67
C (-5.11057, 0.47004, -0.33654)  -0.24
H (-7.70830, -0.95832, 0.00312)  0.22
H (-7.22098, -1.95131, -1.36907)  0.22
H (-7.39678, -0.19934, -1.55580)  0.22
H (-5.21379, -2.89875, -0.33591)  0.21
H (-2.86170, -2.55394, 0.33602)  0.23
H (0.68482, -1.29449, 2.55328)  0.21
H (2.94108, -0.03042, 1.76519)  0.40
H (3.82804, 1.87996, -0.29330)  0.26
H (4.56920, 1.83448, 1.32801)  0.20
H (6.82278, 1.09571, 0.95240)  0.21
H (8.35975, -0.67852, 0.11948)  0.22
H (7.39141, -2.55484, -1.22011)  0.19
H (3.62952, -1.01756, -0.96380)  0.20
H (0.48456, 2.42761, -2.13290)  0.18
H (-4.10494, 2.79274, 0.24490)  0.21
H (-2.58595, 2.33815, -0.54854)  0.26
H (-2.75102, 2.15899, 1.19386)  0.22
H (-5.74800, 1.32576, -0.51050)  0.21

Entry 4:
The following is a quantum chemistry calculation of one molecule with the formula C19H18N6O2S3 at a distorted geometry, from OMol25.

Properties
- Net charge: 0
- DFT total energy: -2408.31907 Eh

Each line ends with the natural charge from an NBO analysis.
Element x y z (Å)
O (-0.99595, -2.73529, -1.21867)  -0.59
C (-1.06104, -1.89931, -0.34583)  0.69
C (-2.43528, -1.83036, 0.37721)  -0.65
S (-2.42759, -2.09664, 2.18421)  0.23
C (-3.15562, -3.64930, 2.45813)  0.08
N (-2.60842, -4.73759, 1.94383)  -0.46
C (-3.17894, -5.90890, 2.02787)  0.25
N (-4.45026, -6.02662, 2.55051)  -0.44
C (-4.97209, -4.96652, 3.15817)  0.06
S (-6.62567, -4.83763, 3.67242)  0.38
C (-6.40309, -3.09049, 4.03598)  -0.33
C (-5.21920, -2.61726, 3.54635)  -0.23
C (-4.35756, -3.72273, 3.00911)  -0.16
N (-0.04714, -0.96851, 0.06497)  -0.46
C (1.23921, -0.96405, -0.73568)  -0.22
C (1.08216, 0.22711, -1.77196)  -0.22
N (0.55918, 1.47875, -1.18793)  -0.48
C (0.81683, 2.72212, -1.95355)  -0.23
C (2.32641, 3.11598, -1.88241)  0.23
C (2.91457, 3.13380, -0.67355)  -0.35
C (4.30606, 3.57439, -0.62376)  0.62
O (4.90731, 3.80914, 0.41038)  -0.63
N (4.96349, 3.75281, -1.80234)  -0.42
C (6.16374, 4.38344, -1.91867)  -0.01
C (6.56471, 4.49073, -3.24429)  -0.46
S (5.40423, 3.97347, -4.40565)  0.45
C (4.29896, 3.64681, -3.07546)  0.28
N (3.00793, 3.29560, -3.07202)  -0.52
C (-0.49330, 1.49795, -0.23273)  -0.20
C (-0.42495, 0.26181, 0.76963)  -0.22
H (-2.99727, -2.68075, -0.14427)  0.28
H (-2.99640, -0.87672, 0.12231)  0.24
H (-2.48799, -6.72678, 1.71052)  0.21
H (-7.13210, -2.54699, 4.53875)  0.23
H (-4.79126, -1.62563, 3.71874)  0.24
H (1.97515, -0.76638, 0.02211)  0.20
H (1.51413, -1.98854, -1.12488)  0.25
H (2.11504, 0.42908, -2.25103)  0.21
H (0.40487, -0.07149, -2.55620)  0.18
H (0.29791, 3.54399, -1.47328)  0.22
H (0.61471, 2.63675, -2.98914)  0.20
H (2.56293, 2.90065, 0.39462)  0.26
H (6.63067, 4.68903, -0.91762)  0.28
H (7.37917, 5.11187, -3.51782)  0.25
H (-0.44824, 2.39723, 0.42228)  0.19
H (-1.38851, 1.49352, -0.77636)  0.16
H (0.41161, 0.50741, 1.39957)  0.20
H (-1.36311, 0.26102, 1.35741)  0.22

Entry 5:
The following is a quantum chemistry calculation of C19H18N6O4Pt as an isolated structure at a distorted geometry, from OMol25.

Properties
- Net charge: 0
- Energy relative to the best compared isomer or geometry (same formula, charge and spin): 82.6 kJ/mol

Each line ends with the natural charge from an NBO analysis.
Element x y z (Å)
Pt (-0.52213, -1.39762, -1.31292)  1.02
O (3.08014, -0.02960, 2.78561)  -0.70
C (3.83772, -0.19592, 1.68908)  0.43
C (5.19124, 0.12876, 1.79226)  -0.31
C (6.03385, -0.02367, 0.71089)  -0.17
C (5.55052, -0.50993, -0.50216)  -0.27
C (4.21361, -0.83110, -0.61014)  -0.13
C (3.33418, -0.67792, 0.46654)  -0.26
C (1.90243, -1.00605, 0.25051)  0.62
O (1.59059, -1.55444, -0.87380)  -0.69
N (1.08123, -0.67646, 1.25283)  -0.55
N (-0.21730, -0.96118, 0.92044)  -0.38
C (-1.14551, -0.88184, 1.77563)  0.10
C (-2.55263, -1.09671, 1.42518)  -0.19
C (-3.42016, -1.34660, 2.49453)  -0.16
C (-4.76416, -1.59941, 2.30917)  -0.26
C (-5.26541, -1.60675, 1.01125)  -0.20
C (-4.44098, -1.34141, -0.06301)  -0.23
C (-3.07802, -1.04288, 0.09862)  0.34
O (-2.40293, -0.65649, -0.98815)  -0.73
H (2.15487, -0.25282, 2.52338)  0.50
H (5.55246, 0.50074, 2.74248)  0.22
H (7.07975, 0.24004, 0.81162)  0.21
H (6.21387, -0.63615, -1.34746)  0.21
H (3.80638, -1.21428, -1.53607)  0.24
H (-0.89690, -0.67376, 2.82225)  0.17
H (-3.00656, -1.34742, 3.49782)  0.20
H (-5.41156, -1.79286, 3.15438)  0.21
H (-6.31318, -1.82413, 0.83928)  0.21
H (-4.82561, -1.33002, -1.07514)  0.22
C (-0.92211, 4.22994, -1.05158)  -0.41
N (-0.74847, 2.90424, -1.59504)  -0.40
C (-1.14799, 2.50270, -2.92349)  -0.32
C (-0.75962, 1.03018, -2.92899)  0.68
O (-0.94223, 0.27381, -3.84264)  -0.55
N (-0.20046, 0.71636, -1.67470)  -0.69
C (-0.25010, 1.83989, -0.94447)  0.67
N (0.20444, 1.92598, 0.29943)  -0.78
H (-0.91171, 4.94824, -1.86900)  0.22
H (-0.09690, 4.48350, -0.38542)  0.21
H (-1.86666, 4.33167, -0.51138)  0.21
H (-0.61279, 3.05615, -3.69695)  0.22
H (-2.22303, 2.60147, -3.08488)  0.23
H (0.60174, 1.09731, 0.74094)  0.44
H (0.06046, 2.75520, 0.84454)  0.40
N (-0.87639, -4.40488, -1.48363)  -0.65
C (-0.76731, -3.25210, -1.47594)  0.36
H (-0.90067, -5.40175, -1.48171)  0.46

Entry 6:
The following is a quantum chemistry calculation of C19H19BrIrN2OSeSi as an isolated structure at a distorted geometry, from OMol25.

Properties
- Net charge: +1
- Energy relative to the best compared isomer or geometry (same formula, charge and spin): 0.0 kJ/mol

Each line ends with the natural charge from an NBO analysis.
Element x y z (Å)
Ir (-0.74181, -0.11971, -0.64746)  0.93
Br (2.90604, -5.38452, 3.06216)  0.11
C (2.20075, -4.11361, 1.86790)  -0.13
C (2.64266, -4.10563, 0.52659)  -0.14
C (2.15920, -3.19113, -0.36770)  -0.26
C (1.20437, -2.23704, 0.03298)  0.40
O (0.78190, -1.36331, -0.84836)  -0.68
C (0.77348, -2.23315, 1.38153)  -0.17
C (-0.10837, -1.26816, 1.89716)  0.19
N (-0.62265, -0.23923, 1.26799)  -0.44
C (-1.44115, 0.71317, 1.96916)  0.09
C (-1.70742, 0.74279, 3.31042)  -0.18
C (-2.50244, 1.77813, 3.85109)  -0.20
C (-2.99737, 2.77852, 3.06382)  -0.11
C (-2.72050, 2.78194, 1.67663)  -0.12
C (-3.14006, 3.79361, 0.78045)  -0.10
C (-2.78486, 3.72466, -0.53476)  -0.25
C (-2.03899, 2.62288, -0.99175)  0.11
N (-1.64892, 1.65755, -0.18535)  -0.45
C (-1.96159, 1.73153, 1.14725)  0.20
C (1.28149, -3.20505, 2.28827)  -0.17
H (3.37058, -4.83937, 0.20703)  0.24
H (2.49082, -3.17715, -1.39680)  0.25
H (-0.37386, -1.38334, 2.94194)  0.21
H (-1.30752, -0.00069, 3.98463)  0.23
H (-2.70290, 1.77611, 4.91340)  0.24
H (-3.58503, 3.58135, 3.48917)  0.23
H (-3.74053, 4.61532, 1.15122)  0.24
H (-3.07786, 4.48796, -1.24074)  0.25
H (-1.72933, 2.54257, -2.02550)  0.23
H (0.94316, -3.20342, 3.31686)  0.23
C (-5.74824, -1.51583, -2.18485)  -1.14
Si (-4.72121, -0.50030, -1.03050)  1.50
C (-4.82437, -1.05000, 0.74035)  -1.14
C (-4.98344, 1.32634, -1.22920)  -1.14
Se (-2.56617, -1.14856, -1.65789)  -0.32
H (-6.81026, -1.37871, -1.96600)  0.26
H (-5.51655, -2.57705, -2.07590)  0.26
H (-5.57632, -1.23445, -3.22513)  0.26
H (-5.85814, -1.03225, 1.09766)  0.25
H (-4.23099, -0.39848, 1.38776)  0.23
H (-4.45033, -2.06989, 0.84049)  0.26
H (-6.02703, 1.54642, -1.46872)  0.26
H (-4.36812, 1.71875, -2.03809)  0.25
H (-4.73739, 1.85373, -0.30570)  0.23

Copy entry 2 word for word.
The following is a quantum chemistry calculation of one molecule with the formula C19H18N4O5 at a distorted geometry, from OMol25.

Properties
- Net charge: 0
- Energy relative to the best compared isomer or geometry (same formula, charge and spin): 186.9 kJ/mol

Each line ends with the natural charge from an NBO analysis.
Element x y z (Å)
C (5.33062, -0.59495, -2.97903)  -0.66
C (3.87338, -0.45829, -2.72877)  0.32
C (2.91671, 0.30033, -3.35045)  -0.33
C (1.70074, 0.02338, -2.69665)  -0.24
C (2.00269, -0.89003, -1.71423)  0.18
C (1.13347, -1.48997, -0.75201)  0.27
N (1.48508, -2.29742, 0.21734)  -0.14
O (0.32492, -2.58835, 0.87004)  -0.27
C (-0.65419, -1.92822, 0.23933)  0.54
C (-2.04163, -2.00744, 0.75744)  -0.29
C (-3.04512, -2.40348, -0.33435)  -0.39
C (-3.17773, -1.29880, -1.37857)  -0.43
C (-3.52821, 0.02433, -0.70238)  -0.22
N (-2.53062, 0.35697, 0.29761)  -0.44
C (-1.58222, 1.27561, -0.01524)  0.69
O (-1.59094, 1.90399, -1.05529)  -0.61
C (-0.54225, 1.56433, 1.02796)  -0.15
C (0.79718, 1.56900, 0.64744)  -0.14
C (1.79251, 1.88122, 1.55936)  -0.21
C (1.46177, 2.22468, 2.85710)  -0.16
C (0.12123, 2.25878, 3.22203)  -0.01
N (-0.23936, 2.63251, 4.56826)  0.53
O (-1.40345, 2.51700, 4.88906)  -0.38
O (0.64203, 3.03095, 5.29764)  -0.37
C (-0.88467, 1.93397, 2.32108)  -0.12
C (-2.42780, -0.62810, 1.34036)  -0.20
N (-0.21395, -1.23498, -0.76230)  -0.52
O (3.32347, -1.17808, -1.73588)  -0.38
H (5.63693, 0.09257, -3.76123)  0.23
H (5.56724, -1.61342, -3.28483)  0.23
H (5.89150, -0.38261, -2.07021)  0.23
H (3.06665, 0.97088, -4.17136)  0.23
H (0.73278, 0.43409, -2.90017)  0.25
H (-2.04701, -2.74674, 1.56384)  0.24
H (-2.72810, -3.33425, -0.80735)  0.22
H (-4.01209, -2.57896, 0.14319)  0.21
H (-3.95068, -1.55886, -2.10174)  0.22
H (-2.22954, -1.17923, -1.90262)  0.24
H (-3.54682, 0.83533, -1.43096)  0.25
H (-4.50188, -0.04252, -0.20539)  0.19
H (1.04504, 1.32451, -0.37373)  0.24
H (2.82705, 1.86112, 1.25422)  0.23
H (2.21455, 2.47388, 3.58909)  0.25
H (-1.91569, 1.99596, 2.63743)  0.24
H (-1.69003, -0.32957, 2.08482)  0.23
H (-3.40354, -0.72114, 1.83011)  0.21